# 1
125
Properties=species:S:1:pos:R:3:forces:R:3 method="wB97M-V/def2-TZVPD" gap_ev=9.222 homo_energy_ev=-9.0562 spin_multiplicity=1
O 4.624 0.655 -1.605 0.38 0.47 0.46
H 4.770 -0.157 -1.119 -0.12 -0.26 0.18
H 4.285 0.369 -2.454 -0.27 -0.12 -0.67
O -2.596 2.305 0.348 -0.93 0.80 0.36
H -2.127 1.481 0.218 0.51 -0.59 -0.17
H -2.075 2.955 -0.124 0.20 0.23 -0.04
O -1.365 2.032 3.491 0.14 0.51 0.18
H -1.687 1.175 3.772 0.01 -0.47 0.15
H -1.116 1.906 2.576 -0.14 0.09 -0.33
C 0.846 4.439 1.551 1.68 0.95 -0.53
C 1.346 5.859 1.758 -0.26 -0.13 0.80
O 0.434 6.867 1.329 0.14 -0.17 0.08
O 0.929 4.060 0.199 -1.60 -0.60 -1.00
H -0.172 4.412 1.940 -0.04 -0.58 -0.35
H 1.544 3.780 2.067 -0.35 -0.09 0.80
H 2.332 6.007 1.318 0.01 0.03 -0.22
H 1.432 5.990 2.837 0.50 -0.17 0.22
H 0.085 7.168 2.171 -0.45 0.42 -0.39
H 1.746 4.281 -0.256 0.30 0.19 0.59
C -3.747 0.446 5.801 1.42 0.49 1.14
C -2.451 -0.462 5.945 -0.96 -0.10 -0.88
O -1.739 -0.598 4.682 -0.78 0.80 0.60
O -4.726 -0.022 4.969 -0.69 -1.20 -1.66
H -3.564 1.471 5.477 0.63 -0.09 -0.12
H -4.255 0.555 6.759 0.78 -0.05 0.82
H -2.794 -1.457 6.230 -0.24 -0.20 0.08
H -1.812 -0.143 6.769 0.12 0.48 -0.20
H -1.159 -1.363 4.659 -0.06 -0.03 0.34
H -4.880 -0.940 5.207 -0.29 -0.17 -0.15
C 2.664 -1.361 -4.140 0.80 -1.16 -1.44
C 3.289 -2.770 -4.556 0.24 2.06 0.42
O 3.002 -2.987 -5.929 -0.39 -0.53 0.45
O 3.636 -0.297 -4.120 -0.27 -0.35 1.03
H 2.128 -1.478 -3.198 0.53 0.54 0.20
H 1.926 -1.082 -4.892 -0.24 -0.40 0.00
H 3.018 -3.536 -3.830 -0.81 -0.36 -0.44
H 4.376 -2.745 -4.476 0.29 0.49 0.33
H 3.299 -3.883 -6.102 -0.06 -0.11 -0.43
H 4.055 -0.195 -4.978 -0.18 -0.20 -0.15
C -1.806 1.512 -4.443 1.76 1.60 0.81
C -0.738 0.738 -5.211 -0.72 -0.90 -0.04
O -0.761 -0.608 -4.741 0.09 0.27 -0.75
O -1.589 1.285 -3.026 -0.41 -0.24 -0.39
H -2.870 1.414 -4.656 0.29 -0.52 -0.29
H -1.485 2.545 -4.576 -0.70 0.40 -0.47
H 0.267 1.135 -5.067 0.02 0.44 0.42
H -0.896 0.798 -6.288 -0.31 -0.30 -0.09
H -1.112 -0.474 -3.857 -0.11 -0.56 0.66
H -1.081 2.035 -2.707 0.08 -0.09 0.24
C -1.846 -3.509 -3.538 -1.39 0.31 -0.14
C -1.268 -2.680 -2.420 0.85 -0.92 -0.75
O -2.108 -1.605 -2.184 0.18 1.31 -0.10
O -1.000 -4.527 -3.945 1.05 -0.89 -0.26
H -2.130 -2.900 -4.397 0.16 0.47 0.15
H -2.778 -3.932 -3.164 -0.36 -0.14 0.15
H -0.295 -2.322 -2.756 0.17 0.32 -0.04
H -1.043 -3.348 -1.588 -0.35 0.15 0.51
H -2.718 -1.707 -1.451 -0.34 -0.68 0.42
H -1.135 -4.660 -4.886 0.15 -0.09 0.07
C 4.355 -3.549 -1.149 -0.70 -0.86 -0.42
C 2.839 -3.851 -0.877 1.12 -0.06 0.92
O 2.584 -4.245 0.484 0.04 -0.06 -0.38
O 4.717 -2.205 -0.905 -0.26 0.30 0.42
H 4.642 -3.776 -2.176 -0.50 -0.12 -0.38
H 4.984 -4.226 -0.572 -0.24 -0.12 0.50
H 2.509 -4.733 -1.425 0.24 0.15 -0.29
H 2.202 -3.011 -1.153 0.10 0.22 -0.14
H 2.824 -3.572 1.125 0.10 0.30 -0.24
H 5.646 -2.145 -1.138 0.17 0.18 0.08
C 2.880 -0.947 5.210 2.32 -1.10 -1.49
C 4.415 -1.321 5.250 -0.88 3.02 3.99
O 4.997 -2.157 4.366 -0.34 -1.48 -1.55
O 2.778 -0.167 3.990 -0.94 -0.34 1.00
H 2.536 -0.431 6.106 0.31 0.47 -0.38
H 2.348 -1.898 5.171 -0.51 -0.01 -0.34
H 4.665 -1.567 6.282 -0.10 -1.11 0.04
H 4.942 -0.366 5.246 -0.09 0.61 -0.49
H 4.944 -1.715 3.515 0.49 -0.19 -0.38
H 3.241 -0.716 3.353 -0.20 0.17 -0.41
C 5.169 1.758 2.358 -1.52 1.74 0.75
C 3.982 1.928 1.356 0.92 0.25 0.21
O 4.388 2.739 0.277 0.15 0.51 -0.03
O 6.161 0.983 1.860 2.14 -2.28 -1.75
H 4.915 1.316 3.321 -0.85 0.31 0.15
H 5.642 2.726 2.524 -0.78 0.56 0.30
H 3.119 2.459 1.758 0.07 -0.42 0.65
H 3.676 0.955 0.972 -0.15 -0.23 0.18
H 4.628 2.177 -0.464 0.06 -0.35 -0.36
H 7.003 1.444 1.882 -0.18 -0.10 -0.14
C -3.699 -0.727 1.329 -0.29 -2.12 -0.01
C -4.385 -2.127 0.979 -1.49 1.35 -1.02
C -5.948 -1.990 0.763 1.01 -0.40 1.17
O -3.914 -2.593 -0.283 1.33 0.10 -0.42
H -4.167 0.062 0.741 0.08 0.04 0.32
H -2.621 -0.749 1.172 -0.06 -0.21 -0.64
H -3.719 -0.577 2.409 -0.78 0.31 0.01
H -4.202 -2.908 1.717 0.17 0.23 0.33
H -6.284 -1.411 1.623 -0.66 0.20 -0.37
H -6.445 -2.960 0.772 0.18 -0.36 0.51
H -6.261 -1.636 -0.220 0.52 0.87 0.24
H -4.415 -3.362 -0.563 -0.10 -0.01 0.07
C 1.227 0.312 -1.040 1.17 -0.97 0.14
C 0.218 -0.255 -0.021 0.93 1.84 -0.39
C 0.694 0.063 1.436 -0.85 -0.76 -0.63
O -1.062 0.317 -0.312 0.64 -0.43 0.78
H 0.952 0.343 -2.095 -0.89 0.27 0.10
H 2.017 -0.435 -1.111 0.52 -0.08 0.32
H 1.741 1.233 -0.767 -0.42 0.18 0.13
H 0.160 -1.321 -0.241 -0.07 -0.30 0.58
H -0.011 -0.365 2.149 0.02 -0.23 0.08
H 0.769 1.110 1.729 -0.03 0.21 -0.67
H 1.676 -0.372 1.622 -0.08 -0.11 -0.14
H -1.247 -0.024 -1.191 -0.66 0.01 -0.56
C -4.591 3.322 -2.510 -1.56 0.26 0.17
C -5.588 2.364 -1.789 2.86 -0.53 0.58
C -5.056 0.925 -1.856 -0.94 -0.63 -1.60
O -5.472 2.692 -0.411 -1.61 0.61 0.33
H -4.942 4.337 -2.318 -0.04 0.14 0.06
H -4.611 3.220 -3.595 0.49 -0.31 -0.04
H -3.621 3.256 -2.018 0.10 -0.35 -0.47
H -6.616 2.462 -2.138 0.05 0.09 0.21
H -5.764 0.182 -1.488 0.03 0.27 0.89
H -4.062 0.821 -1.421 -0.15 0.13 0.13
H -4.994 0.546 -2.876 0.41 0.35 -0.51
H -4.595 2.431 -0.120 0.51 0.02 0.15



# 2
121
Properties=species:S:1:pos:R:3:forces:R:3 method="wB97M-V/def2-TZVPD" gap_ev=10.307 homo_energy_ev=-10.0298 spin_multiplicity=1 de_lowest_kcal_mol=0.0 smiles="C[Si](C)(C)O[Si](C)(C)C.C[Si](C)(C)O[Si](C)(C)C.C[Si](C)(C)O[Si](C)(C)C.C[Si](C)(C)O[Si](C)(C)C.O=P(O)(O)C[SiH3]"
C 0.054 -3.897 3.069 0.22 0.03 0.18
Si 1.047 -2.706 4.126 -0.12 0.06 -0.28
C 1.986 -1.534 2.997 0.01 -0.21 0.22
C -0.156 -1.693 5.138 0.31 -0.24 0.22
O 2.117 -3.550 5.083 0.07 -0.06 -0.14
Si 3.392 -4.599 4.874 0.08 -0.06 -0.32
C 4.116 -5.143 6.511 -0.23 0.27 0.10
C 4.750 -3.771 3.878 -0.25 0.02 0.13
C 2.821 -6.131 3.951 -0.03 0.25 0.13
H 0.697 -4.410 2.350 -0.06 -0.03 -0.03
H -0.719 -3.362 2.512 0.01 0.00 0.01
H -0.430 -4.651 3.694 -0.02 -0.01 -0.06
H 2.646 -0.887 3.579 0.02 0.02 -0.06
H 1.290 -0.901 2.440 0.01 0.01 0.04
H 2.590 -2.089 2.277 0.03 0.07 -0.03
H 0.368 -0.959 5.754 -0.05 0.01 0.02
H -0.751 -2.331 5.796 -0.01 0.06 0.01
H -0.839 -1.156 4.476 0.02 -0.03 -0.03
H 4.489 -4.288 7.081 -0.04 -0.03 0.03
H 4.954 -5.825 6.340 -0.04 0.02 -0.11
H 3.373 -5.665 7.116 0.03 0.04 0.04
H 4.414 -3.563 2.861 0.06 0.02 0.00
H 5.631 -4.414 3.821 -0.01 0.01 0.00
H 5.043 -2.826 4.342 0.04 0.00 -0.05
H 2.523 -5.883 2.931 -0.02 -0.06 0.00
H 1.969 -6.590 4.457 -0.01 -0.05 -0.04
H 3.627 -6.866 3.899 0.00 0.00 0.00
C -0.782 -1.518 -3.866 -0.10 0.14 0.20
Si -1.718 0.019 -3.332 0.24 -0.02 -0.27
C -0.669 1.527 -3.715 -0.09 -0.12 0.16
C -3.281 0.132 -4.354 -0.07 -0.03 0.47
O -2.029 -0.053 -1.698 0.14 0.00 0.08
Si -1.105 -0.163 -0.313 0.34 -0.05 -0.01
C -2.149 -0.199 1.235 -0.17 -0.07 -0.31
C 0.050 1.313 -0.197 -0.19 -0.13 -0.16
C -0.074 -1.732 -0.355 -0.19 0.20 -0.14
H 0.208 -1.550 -3.407 -0.01 -0.06 -0.05
H -0.655 -1.531 -4.951 -0.01 0.00 0.01
H -1.326 -2.419 -3.572 0.05 -0.02 -0.03
H -1.143 2.433 -3.331 0.05 0.03 -0.02
H -0.539 1.639 -4.794 -0.02 0.00 0.01
H 0.322 1.437 -3.263 0.01 0.06 -0.03
H -3.851 1.029 -4.103 -0.04 -0.03 -0.03
H -3.921 -0.738 -4.192 -0.04 0.04 -0.04
H -3.028 0.175 -5.416 0.06 -0.01 0.02
H -2.749 0.705 1.326 -0.01 0.04 0.07
H -1.505 -0.265 2.116 0.05 0.00 -0.06
H -2.819 -1.062 1.241 -0.03 0.04 0.04
H 0.783 1.297 -1.007 0.02 0.06 0.05
H 0.592 1.303 0.751 -0.01 0.00 0.00
H -0.513 2.246 -0.263 0.06 0.02 0.01
H 0.663 -1.692 -1.160 0.01 -0.07 0.03
H -0.711 -2.605 -0.512 0.05 -0.05 -0.01
H 0.461 -1.861 0.587 -0.01 -0.02 -0.01
C -6.524 0.674 -1.849 -0.08 0.24 0.10
Si -5.985 2.124 -0.786 0.09 -0.25 -0.01
C -5.630 1.495 0.944 -0.22 0.23 -0.13
C -4.398 2.810 -1.510 -0.25 0.19 0.06
O -7.187 3.274 -0.733 -0.07 -0.14 0.06
Si -8.776 3.372 -0.247 -0.15 -0.16 0.08
C -9.480 5.083 -0.521 0.34 -0.03 -0.10
C -8.915 2.968 1.581 0.17 0.01 -0.21
C -9.821 2.147 -1.213 0.25 0.10 0.08
H -7.364 0.147 -1.392 0.00 -0.03 -0.06
H -5.702 -0.036 -1.971 0.01 0.02 0.01
H -6.832 1.018 -2.839 0.00 -0.07 -0.01
H -5.403 2.326 1.617 0.00 -0.05 0.04
H -4.778 0.820 0.933 0.02 -0.07 -0.02
H -6.488 0.951 1.345 0.02 0.01 0.05
H -4.024 3.646 -0.914 0.01 0.03 -0.06
H -4.562 3.162 -2.532 0.05 0.04 0.02
H -3.623 2.037 -1.535 -0.14 -0.01 0.04
H -8.922 5.834 0.041 -0.02 0.02 -0.04
H -10.520 5.115 -0.187 0.03 -0.06 0.01
H -9.457 5.355 -1.578 0.00 0.04 0.03
H -8.648 1.926 1.770 -0.01 0.02 0.06
H -9.937 3.126 1.933 0.01 0.00 -0.01
H -8.247 3.604 2.166 -0.03 -0.03 0.04
H -9.542 1.120 -0.972 -0.04 -0.02 -0.05
H -9.694 2.296 -2.287 -0.04 -0.04 -0.02
H -10.878 2.276 -0.971 0.00 0.00 0.00
C 2.284 3.150 -6.405 0.18 0.20 0.03
Si 3.208 4.164 -5.123 -0.27 -0.06 0.03
C 1.957 5.027 -4.021 0.19 0.00 -0.16
C 4.201 2.987 -4.060 0.22 0.29 -0.22
O 4.175 5.290 -5.876 -0.16 0.02 -0.04
Si 3.985 6.577 -6.916 -0.19 0.11 -0.12
C 5.622 7.383 -7.326 0.03 -0.28 0.23
C 2.873 7.874 -6.138 0.11 -0.26 0.03
C 3.200 5.998 -8.520 0.07 -0.05 0.27
H 1.576 3.772 -6.956 -0.01 -0.05 -0.03
H 1.726 2.344 -5.924 0.01 0.01 0.01
H 2.982 2.709 -7.120 -0.06 -0.02 -0.02
H 2.459 5.699 -3.322 -0.05 0.01 0.01
H 1.388 4.293 -3.443 0.01 0.00 -0.02
H 1.250 5.611 -4.614 -0.03 0.03 0.05
H 4.738 3.524 -3.276 0.02 -0.05 0.00
H 4.929 2.435 -4.659 0.01 -0.01 0.06
H 3.534 2.265 -3.583 -0.04 0.03 -0.03
H 6.112 7.762 -6.426 0.03 -0.01 -0.03
H 5.463 8.225 -8.003 -0.05 -0.03 0.01
H 6.298 6.679 -7.815 0.03 0.03 0.02
H 1.859 7.490 -6.010 -0.01 0.06 0.03
H 2.822 8.765 -6.768 0.01 -0.01 0.00
H 3.254 8.167 -5.157 -0.05 0.04 -0.01
H 2.179 5.651 -8.352 0.00 -0.02 -0.06
H 3.775 5.178 -8.956 -0.03 -0.01 -0.05
H 3.165 6.816 -9.242 0.01 0.00 0.00
O 8.286 -9.021 10.042 -1.32 0.97 -2.00
P 7.458 -8.584 8.848 2.79 -1.45 3.02
O 7.286 -6.939 8.959 -0.32 -2.14 -1.01
O 8.307 -9.057 7.486 -2.01 1.21 0.99
C 5.859 -9.513 8.904 -0.11 0.41 -1.45
Si 4.353 -8.598 8.174 -0.24 -0.02 0.83
H 6.636 -6.597 8.330 -0.03 0.27 -0.05
H 9.203 -9.172 7.823 0.23 -0.06 0.08
H 5.669 -9.797 9.953 0.33 0.37 -0.40
H 5.988 -10.445 8.312 0.20 0.52 0.40
H 4.455 -8.300 6.742 0.24 -0.04 -0.19
H 4.223 -7.330 8.931 0.07 0.05 -0.14
H 3.090 -9.331 8.410 0.15 -0.15 -0.05